This record from the Open Molecules 2025 dataset describes the molecule C6H13NO. The level of theory is ωB97M-V/def2-TZVPD.

```
21
Properties=species:S:1:pos:R:3:forces:R:3:lowdin_charge:R:1
C -1.7365 -1.9636 -0.5097 -1.715 -2.364 -0.955 -0.1216
C -0.6733 -1.1014 -1.0562 2.333 3.570 -0.918 -0.2876
N 0.6144 -0.9461 -0.2376 -2.358 -0.443 0.342 -0.0317
C 0.4431 0.2061 0.7202 -0.010 -1.071 -2.012 -0.3433
C 0.7933 -0.3312 2.0739 -1.912 0.123 1.881 -0.2412
O 1.3387 0.2663 2.9578 0.745 0.074 -0.227 0.0702
C 1.2778 1.3621 0.1900 0.566 2.712 1.537 -0.2011
C 0.6108 2.3595 -0.8236 -0.340 -1.545 0.336 -0.0841
H -2.4783 -1.4693 0.1100 0.160 0.208 0.161 0.0725
H -2.2892 -2.4167 -1.3484 -0.356 0.808 -0.217 0.0770
H -1.5615 -2.9679 -0.0759 1.140 0.781 0.500 0.0833
H -0.2760 -1.1461 -2.0844 -0.656 -1.587 0.140 0.1088
H -1.0818 -0.0358 -1.2100 0.239 -1.360 0.774 0.1119
H 0.5917 -1.8289 0.2993 0.450 0.616 -0.112 0.0831
H -0.6561 0.4583 0.7339 0.891 -0.007 0.458 0.1573
H 0.2047 -1.2805 2.3998 0.926 0.610 -0.951 0.1461
H 2.2527 0.9966 -0.0971 0.117 -0.217 -0.350 0.1064
H 1.4662 2.0464 1.0525 0.196 -0.710 -0.173 0.1106
H -0.1287 2.8720 -0.2338 -0.927 -0.026 0.010 0.0595
H 1.1270 3.2113 -1.2858 0.790 -0.837 0.175 0.0734
H 0.1609 1.7089 -1.5751 -0.279 0.664 -0.398 0.0505
```
Positions in Å, forces in eV/Å.

Summary:
- highest occupied orbital energy (Ha) = -0.349
- structure (SMILES) = CCN[C@@H](C=O)CC
- relative energy (zero: lowest compared OMol25 entry of this formula, charge and spin) (kcal/mol) = 66.4

This record from the Open Molecules 2025 dataset describes a structure of composition C4H3CuLiO. The level of theory is ωB97M-V/def2-TZVPD.

```
10
Properties=species:S:1:pos:R:3:forces:R:3:mulliken_spin:R:1
C -0.9298 -1.0711 0.7108 0.768 -0.689 0.256 0.1544
C -0.2950 -1.9113 1.3452 -0.840 0.885 -0.722 0.0618
H 0.1985 -2.6662 1.9421 -0.195 0.039 -0.168 -0.0030
Cu -1.6904 -0.0465 -0.7272 0.795 -0.167 0.185 0.5624
O 1.1249 1.3514 0.6628 -0.637 0.478 -1.619 0.0323
C 0.6932 1.2851 -0.4026 1.337 -1.111 2.438 0.0469
C 0.1214 0.9563 -1.5700 -1.429 0.884 -0.595 0.1508
Li 0.4023 0.0157 2.2580 0.088 0.130 0.396 0.0020
H -0.2416 1.8977 -2.0426 0.076 -0.687 -0.261 0.0004
H 0.6165 0.1889 -2.1764 0.038 0.239 0.090 -0.0080
```
Positions in Å, forces in eV/Å.

Summary:
- highest occupied orbital energy (alpha / beta) (Ha) = -0.724 / -0.721
- spin multiplicity = 2
- expectation value of S² = 0.755
- net charge = +2

This record from the Open Molecules 2025 dataset describes a structure of composition C14H20Cl2O6STc. The level of theory is ωB97M-V/def2-TZVPD.

```
44
Properties=species:S:1:pos:R:3:forces:R:3:mulliken_spin:R:1
Tc -0.3229 -0.2103 0.2421 -1.472 -0.565 0.513 0.8517
C -2.2384 -0.7425 2.6770 0.188 -0.164 0.037 -0.0086
C -2.7183 0.1972 1.7796 0.059 0.153 -0.308 0.0071
C -1.9121 1.2816 1.3891 0.011 0.029 0.033 -0.0085
C -0.6306 1.4220 1.9369 0.150 0.592 -0.041 -0.0124
C -0.1445 0.4634 2.8329 0.155 -0.073 0.011 0.0159
C -0.9474 -0.6166 3.1998 0.078 -0.044 -0.094 0.0031
H -2.8622 -1.5751 2.9718 -0.016 -0.018 0.002 -0.0008
H -3.7087 0.0849 1.3582 -0.009 -0.002 -0.020 0.0026
H -2.2950 2.0418 0.7223 -0.084 0.020 0.047 0.0005
H -0.0186 2.2798 1.6879 -0.049 0.066 0.085 -0.0019
H 0.8514 0.5684 3.2393 0.020 0.009 0.018 0.0047
H -0.5739 -1.3504 3.9016 0.011 -0.017 0.000 -0.0001
C -2.6320 1.8987 -2.4023 0.140 -0.040 0.064 -0.0016
C -1.6617 0.7301 -2.3546 -0.711 -0.364 -0.669 0.0080
C -1.0661 0.4090 -3.7185 0.114 0.063 0.112 0.0019
O -0.5755 1.0052 -1.4201 -0.030 0.315 0.001 0.0052
C -2.3548 -0.5193 -1.8034 -0.105 0.004 -0.135 -0.0041
O -3.2932 -1.0817 -2.2668 0.239 0.371 -0.068 0.0096
O -1.7436 -0.9919 -0.6881 0.125 -0.271 0.133 0.0361
H -2.1258 2.7832 -2.7922 -0.026 0.036 -0.013 0.0004
H -3.0559 2.1207 -1.4228 -0.041 0.009 0.007 0.0010
H -3.4512 1.6533 -3.0758 0.005 -0.014 -0.010 0.0000
H -0.6588 1.3141 -4.1677 0.020 -0.011 -0.019 -0.0007
H -1.8404 0.0094 -4.3719 -0.033 0.024 0.032 -0.0001
H -0.2620 -0.3217 -3.6256 0.009 -0.028 -0.013 0.0004
H -0.4529 1.9608 -1.3237 0.145 -0.007 0.061 -0.0013
Cl 3.0518 -0.8931 2.0983 0.021 -0.153 0.152 -0.0003
C 3.6104 0.0798 0.7346 -0.043 0.035 -0.612 0.0021
Cl 3.9862 1.7389 1.1893 -0.058 -0.074 0.022 0.0015
C 2.5152 0.1013 -0.3503 0.706 -0.020 -0.332 0.0055
O 2.6584 -0.1683 -1.5032 0.113 -0.223 0.408 0.0132
O 1.3507 0.5502 0.1480 0.204 0.479 0.714 0.0467
H 4.5058 -0.3907 0.3356 -0.070 0.086 -0.018 0.0013
C -0.6382 -3.6192 -1.8084 0.258 0.049 0.144 0.0020
S 0.9248 -2.9110 -1.2625 -0.001 -0.443 -0.156 0.0039
C 1.6157 -4.3118 -0.3751 -0.062 0.237 -0.189 -0.0009
O 0.5830 -1.9658 -0.0650 0.048 -0.089 0.100 0.0161
H -0.3850 -4.4965 -2.4046 0.045 -0.013 -0.008 0.0021
H -1.1486 -2.8987 -2.4395 -0.015 0.020 -0.012 -0.0010
H -1.2484 -3.8953 -0.9520 0.009 -0.006 0.049 0.0000
H 1.8630 -5.0710 -1.1154 0.002 -0.021 -0.045 -0.0001
H 0.8947 -4.6866 0.3471 -0.052 0.033 0.011 -0.0002
H 2.5250 -3.9661 0.1111 0.003 0.030 0.005 0.0000
```
Positions in Å, forces in eV/Å.

Summary:
- highest occupied orbital energy (alpha / beta) (Ha) = -0.601 / -0.601
- spin multiplicity = 2
- expectation value of S² = 0.755
- net charge = +2
- relative energy (zero: lowest compared OMol25 entry of this formula, charge and spin) (kcal/mol) = 22.1